# C38H64BN3O17P2S4

A cluster of 4 separate species, C38H64BN3O17P2S4 in total at a distorted geometry (ωB97M-V/def2-TZVPD, the OMol25 dataset).

Positions of all 129 atoms, in Å:
S -1.838003 -1.993055 -3.037603
S 8.098653 -1.981442 0.566284
S -5.939817 3.745113 9.090669
S -1.767193 -2.439056 -10.446349
P -2.573949 1.327829 -0.324452
P 1.985712 -3.932392 1.284445
O -2.800536 0.115438 0.605587
O -2.740983 -3.171854 -11.210555
O 1.830564 2.695912 2.406933
O -0.514323 4.198165 -3.097649
O -4.065788 1.671913 -1.094338
O -1.908888 -2.231044 -9.027505
O -5.082790 2.266645 -7.186209
O -4.718743 4.124952 8.429532
O 9.372959 -1.719748 -0.397692
O 8.012258 -3.390250 0.845876
O 0.501601 1.326116 0.741818
O 8.094960 -0.993410 1.613343
O -0.301048 -3.058594 -10.741228
O -2.146005 2.687453 0.636954
O -6.600607 2.497791 8.813005
O -0.277353 5.219449 -2.208585
O -7.013928 4.947609 8.940611
N 0.003805 -4.181206 -1.459000
N -3.443132 0.864716 -8.514913
N -1.279403 0.997206 -1.494923
C -3.299055 0.481911 6.454060
C 11.183019 -3.056426 0.538445
C 0.104127 -2.824922 -0.895446
C -2.170650 -0.312488 -3.697666
C -2.803693 2.458378 -4.935477
C 0.485295 4.291898 3.710619
C 1.735883 1.817229 0.102216
C -5.703403 3.874793 10.840356
C -1.856016 3.736950 -2.778108
C 1.137958 -0.166729 3.410689
C 4.702802 -4.662029 1.718643
C 10.672265 -1.670581 0.190200
C -0.643156 -0.102505 6.606385
C -0.701327 -0.697603 5.169295
C 0.355994 -0.017997 0.208664
C -1.508478 -0.871990 -11.227911
C -7.328907 5.418938 7.631254
C -2.818209 -0.190156 -5.131079
C -2.163111 2.328523 -3.521304
C 1.010932 -2.626023 0.346760
C 0.596682 -1.306366 4.409828
C -0.587158 -5.477526 -10.659028
C 1.985142 3.908067 3.182089
C -3.169505 1.174517 -5.767938
C 1.140280 -1.149842 0.906521
C -3.313828 -0.110340 5.007569
C 1.510936 -5.702610 0.833714
C -1.948033 0.480443 7.251597
C -1.834751 0.934455 -2.852984
C 2.581582 2.724823 1.170618
C 2.018964 -0.750704 2.182166
C -2.031891 -0.699769 4.372946
C -8.252003 4.463257 6.898222
C 6.842050 -1.567276 -0.609820
C 3.807414 -3.770580 0.686744
C 0.082339 -4.253597 -10.061913
C -0.714001 -1.658879 -1.578857
C -0.593526 -0.220261 -1.034902
B -3.877568 1.420311 -7.202698
H 10.589758 -3.505639 1.338178
H -0.216261 3.419781 3.419257
H 12.221523 -3.012221 0.873919
H 0.426277 -5.859412 0.522072
H -1.666334 -5.457992 -10.490709
H -4.422342 2.530026 -0.756884
H -0.072857 6.002358 -2.785403
H 11.337789 -1.219805 -0.549812
H 1.842385 0.503112 4.039963
H -4.274882 0.911515 6.893426
H -2.451626 -0.325573 -11.199309
H 3.971536 -4.196774 -0.359788
H 2.604831 3.759094 4.145620
H -1.207154 -1.038859 -12.261706
H -7.833616 6.380231 7.753636
H 0.336483 -2.224470 3.772867
H 0.084416 5.216600 3.167437
H -5.864380 1.659757 -7.128421
H 0.457370 4.369869 4.848016
H 1.863467 -6.389697 1.682028
H 4.302213 -4.596099 2.803292
H 1.497296 2.472821 -0.816208
H 0.251985 0.468430 3.078694
H -2.053976 -1.110033 3.308792
H -1.963977 0.927127 8.304942
H -3.078437 -1.127466 -5.747737
H 6.967741 -2.190207 -1.494992
H -4.188642 1.151193 -9.187028
H -6.415504 5.604469 7.058031
H 5.874931 -1.768234 -0.148705
H 4.199664 -2.693437 0.815098
H -7.749825 3.517226 6.683365
H 5.794120 -4.310341 1.759161
H -3.057349 3.485101 -5.395412
H 0.992862 -4.505377 -1.527678
H 2.641849 -1.602921 2.616173
H -3.557891 -0.173397 -8.477893
H -0.192848 -6.391421 -10.209243
H -6.669644 3.780699 11.335133
H 2.773877 3.771014 0.753127
H 11.115783 -3.721518 -0.326222
H 1.335116 -1.572800 5.248041
H 10.674245 -1.016325 1.067242
H 3.600258 2.216565 1.395509
H 2.147338 -6.001784 -0.090269
H -0.741586 -0.325272 -10.681076
H 0.360083 -0.089840 7.145183
H -2.024263 3.694306 -1.650767
H 2.387804 4.802991 2.595378
H -0.327178 -4.189391 -2.434079
H 6.925841 -0.510804 -0.860965
H 2.438451 0.973638 -0.210941
H -9.130331 4.231912 7.506101
H -5.047083 3.060426 11.148943
H -5.241506 4.835022 11.065541
H -4.327252 -0.049801 4.461299
H -8.579015 4.893877 5.949179
H -2.670794 2.549323 1.461437
H 2.782242 0.050221 1.836691
H -0.125584 -4.171958 -8.990744
H -0.429486 -5.515470 -11.739844
H 1.165039 -4.347979 -10.173867
H -2.610930 4.502847 -3.212102
H 4.704559 -5.770776 1.446497

Atomic forces in eV per Å
S 0.7 1.3 0.9
S 0.2 0.3 -0.6
S -0.3 0.4 0.3
S 0.7 0.2 -0.5
P -1.9 -2.3 3.9
P 0.2 0.7 0.4
O 0.7 3.3 -2.5
O 0.2 0.2 0.7
O 1.3 2.1 -0.7
O -1.4 -2.2 -0.7
O 2.7 0.9 1.2
O -0.2 -0.4 -0.5
O 1.0 -1.8 0.1
O -0.6 -0.4 0.0
O -1.0 0.0 0.1
O 0.1 0.6 0.2
O 1.5 -2.6 -2.4
O 0.2 -0.7 -0.2
O -0.7 0.8 0.0
O -1.4 -2.0 -2.0
O 0.5 0.5 -0.2
O 0.8 2.5 0.7
O 0.6 -0.5 0.6
N 1.4 1.6 0.0
N -2.3 -0.4 1.1
N -2.0 -1.3 -0.4
C 3.4 -1.5 -1.7
C -0.2 -0.2 0.2
C 0.0 2.3 0.4
C -0.3 3.0 -0.6
C 0.5 -3.4 1.7
C 0.0 -0.8 -0.6
C 1.2 1.5 0.2
C -0.1 0.1 0.1
C -1.5 -0.7 -1.0
C 0.7 0.1 0.7
C 0.0 0.0 0.5
C 0.9 -0.2 0.5
C -3.4 0.0 -2.1
C -2.4 0.7 0.7
C -0.5 -2.3 -0.7
C 0.2 0.0 0.0
C -0.3 0.1 -1.0
C 0.5 2.8 1.1
C -0.4 -1.2 -1.9
C -2.0 3.4 -2.3
C -1.0 0.9 0.4
C -0.3 0.0 -0.1
C -1.7 0.7 1.5
C 2.2 -0.2 4.0
C -2.0 -0.6 -2.2
C 2.5 0.4 2.1
C 0.9 -0.7 -1.6
C -0.5 -1.2 -3.3
C -1.7 1.3 -4.7
C 0.0 -1.3 0.0
C -0.3 0.5 -0.1
C -0.3 1.6 3.4
C 0.0 -0.3 0.0
C 0.1 0.1 -0.1
C 0.9 -0.8 0.8
C 0.1 -1.0 0.4
C 1.6 1.6 2.5
C 3.0 -3.3 2.6
B -1.0 0.1 -0.2
H 0.1 0.1 -0.1
H 1.2 1.3 0.5
H 0.0 0.1 -0.1
H 1.4 0.3 0.8
H 0.1 0.0 0.0
H 0.5 -0.8 -0.4
H -0.3 -1.0 0.6
H -0.4 0.1 -0.1
H -1.2 -0.9 -1.1
H 1.9 -0.8 -0.7
H 0.0 -0.1 0.1
H -0.2 0.9 1.2
H -0.5 0.0 -1.8
H 0.0 -0.1 0.1
H 0.2 -0.1 0.3
H 0.2 1.2 1.2
H 0.6 -1.2 1.1
H 0.9 0.9 -0.1
H 0.0 0.2 -1.6
H -0.8 1.1 -1.1
H 0.5 0.0 -1.8
H 0.1 -1.2 1.3
H 1.4 -0.9 0.2
H 0.0 0.7 1.7
H 0.2 -0.8 -1.8
H 0.6 1.5 1.4
H 0.0 0.0 0.1
H 0.9 -0.1 0.5
H 0.0 -0.1 0.2
H 0.2 0.0 0.1
H -1.1 -1.6 -0.5
H 0.0 0.1 0.0
H -1.6 -0.5 -0.3
H 0.5 -1.8 1.1
H -1.1 0.0 0.2
H -1.0 0.9 -0.9
H 1.0 0.8 0.0
H 0.1 0.1 0.0
H 0.1 0.0 -0.1
H -0.4 -1.3 0.7
H 0.1 0.1 0.0
H -0.8 0.2 -1.5
H -0.2 0.0 -0.1
H -1.4 0.9 -0.6
H -1.0 0.3 1.4
H -0.1 -0.1 0.0
H -1.6 0.0 -0.7
H 0.6 0.0 -1.5
H -0.3 -1.5 0.6
H -0.1 0.3 0.6
H 0.0 -0.1 0.0
H -1.3 1.0 0.3
H 0.1 0.1 -0.1
H -0.1 0.0 -0.2
H -0.1 -0.1 -0.1
H 2.0 -0.3 0.7
H 0.0 0.1 0.1
H 0.6 0.0 -0.6
H -1.3 -1.2 0.6
H -0.1 0.2 -0.1
H 0.1 0.0 0.1
H -0.1 0.4 -0.1
H 1.1 -1.2 0.7
H -0.1 1.5 0.2

- orbital gap (Ha) = 0.2751
- E_LUMO (eV) = 0.03
- total charge = 0



# C13H27Br6N2O3P2

A cluster of 4 separate species, C13H27Br6N2O3P2 in total at a distorted geometry (ωB97M-V/def2-TZVPD, the OMol25 dataset).

Positions of all 53 atoms, in Å:
Br 4.580563 -4.236921 -1.515905
Br -2.761247 -3.965107 0.683990
Br 0.511298 -1.290733 -4.799993
Br 2.573341 -6.968422 -0.062740
Br 0.610263 1.735810 -2.780602
Br -1.828656 -0.934795 -1.172797
P -0.305863 2.368331 1.800552
P 1.488758 0.045063 0.910571
O 2.644599 0.863732 1.269689
O 1.731297 -0.694155 -0.490241
O 1.137372 -1.136210 1.889837
N -2.312242 2.820928 -0.258846
N -0.935961 0.483665 4.178022
C -1.510068 4.040471 -0.139116
C -0.360110 3.917650 0.892421
C 1.835210 2.785391 3.740875
C -1.860525 2.135375 2.707475
C -1.806418 -3.802019 -0.998915
C 0.149592 1.546034 -4.667904
C 2.834659 -5.148566 0.564510
C 0.932915 2.571127 2.981300
C -1.625933 1.536549 4.070486
C -0.864680 -2.630535 -0.982925
C -0.022095 1.017166 0.647330
C 2.880012 -4.164783 -0.574607
C -0.628540 0.277583 -4.897287
H 0.600768 4.043352 0.388432
H 1.983501 -4.940974 1.210502
H 3.747571 -5.142920 1.150697
H -2.553747 -3.728763 -1.782038
H -0.872361 0.326283 0.695135
H -1.060339 0.279215 -5.895463
H 1.368302 -0.095914 -1.164630
H 2.600255 2.874227 4.478095
H -2.062491 2.048703 4.927872
H -1.244465 -4.726315 -1.115766
H 1.088190 1.580365 -5.210672
H -2.265946 3.141526 2.831858
H -0.298079 -2.562103 -0.059629
H -0.447966 2.420051 -4.915161
H -2.561715 1.558020 2.111530
H -1.896322 2.147443 -0.886878
H -0.871604 0.197205 5.153402
H -3.260784 3.014665 -0.539743
H -2.173512 4.840964 0.175004
H -0.415767 4.738501 1.607814
H -1.092248 4.313912 -1.108791
H -0.180764 -2.662354 -1.828971
H 2.104415 -4.341846 -1.313870
H 1.309372 -0.906902 2.812905
H 2.795119 -3.148097 -0.195615
H -1.412603 0.134692 -4.160083
H -0.014321 1.424436 -0.361120

Atomic forces in eV per Å
Br -0.1 0.0 0.0
Br 0.0 0.0 0.0
Br 0.0 0.0 0.1
Br 0.0 0.0 0.0
Br 0.2 0.3 0.0
Br -0.3 -0.4 -0.3
P -0.6 0.1 -0.3
P 1.7 0.2 -0.8
O -0.3 0.4 0.5
O -1.1 0.1 0.7
O -0.3 -0.2 -0.2
N 0.3 -0.1 0.6
N 0.0 0.2 0.0
C -0.2 -0.3 -0.3
C 0.0 0.4 -0.5
C -0.1 -0.2 0.2
C 0.2 0.5 0.5
C -0.1 -0.1 0.2
C -0.2 -0.1 -0.1
C -0.2 -0.1 0.0
C 0.3 0.1 -0.1
C 0.1 -0.5 0.0
C 0.1 0.0 -0.2
C -0.1 -0.4 0.7
C 0.2 0.2 0.0
C 0.1 -0.1 -0.1
H 0.1 -0.2 0.1
H 0.0 0.0 0.0
H 0.0 0.0 0.0
H 0.0 0.0 0.0
H 0.1 0.3 0.1
H 0.0 0.0 0.0
H 0.3 -0.4 -0.6
H 0.1 0.2 -0.1
H -0.1 0.0 0.0
H 0.0 0.0 0.0
H 0.0 -0.1 0.0
H -0.1 0.0 -0.2
H 0.0 0.0 0.0
H 0.0 0.0 0.1
H 0.0 0.0 -0.1
H -0.2 0.1 -0.3
H 0.0 -0.1 0.0
H 0.0 0.0 -0.1
H 0.0 0.1 0.0
H 0.0 -0.1 0.2
H 0.1 0.2 0.1
H 0.0 0.0 0.0
H 0.0 -0.1 0.0
H 0.0 -0.1 0.1
H 0.0 0.0 0.0
H 0.0 0.0 0.0
H 0.1 0.1 0.1

- orbital gap (Ha) = 0.3322
- E_LUMO (eV) = -2.58
- total charge = +1



> Which of these has the lowest orbital gap?

C38H64BN3O17P2S4



> Which of these has the highest orbital gap?

C13H27Br6N2O3P2